(1)
Molecular formula: H22O11
Method: DFT, ωB97M-V/def2-TZVPD

As for the maximum force: 3.85 eV/A. The spin multiplicity is 1. The value obtained for the gap between HOMO and LUMO is 7.868 eV. The value obtained for the energy relative to the best compared isomer or geometry (same formula, charge and spin) is 263.9 kJ/mol. Its SMILES is O.O.O.O.O.O.O.O.O.O.O.

The geometry in XYZ format:
```
33
Properties=species:S:1:pos:R:3:mulliken_charge:R:1
O -19.1120 -11.1500 23.5590 -0.58
H -18.3670 -10.6940 23.2500 0.35
H -18.9210 -12.0450 23.2440 0.32
O -15.2330 -9.0450 26.5520 -0.63
H -14.9240 -8.9090 25.6580 0.42
H -15.1060 -9.9810 26.7450 0.26
O -16.3300 -5.7890 22.4140 -0.66
H -16.6470 -6.3530 21.7470 0.24
H -16.7270 -6.2360 23.1430 0.44
O -16.6120 -9.8230 22.9530 -0.70
H -16.1680 -10.4570 23.4980 0.31
H -16.5680 -10.1550 22.0470 0.29
O -13.8920 -9.0350 24.3150 -0.63
H -13.2420 -9.7310 24.4370 0.33
H -14.2830 -9.3230 23.4990 0.27
O -17.6150 -7.5020 24.0600 -0.48
H -18.4830 -7.6530 23.7730 0.29
H -16.9970 -8.1880 23.7050 0.27
O -19.3510 -8.3470 22.1550 -0.65
H -19.8600 -8.9690 22.7030 0.31
H -18.4520 -8.6380 22.0910 0.24
O -16.9440 -6.5700 26.7160 -0.63
H -16.5400 -6.6500 27.5190 0.27
H -16.8580 -7.4660 26.3480 0.29
O -19.7820 -6.0400 20.9300 -0.68
H -20.5500 -6.5030 20.6380 0.32
H -19.2390 -6.7870 21.1270 0.37
O -20.4780 -5.7570 23.5540 -0.64
H -21.2800 -6.1860 23.3500 0.29
H -20.0250 -5.9880 22.7680 0.29
O -19.2220 -5.1060 25.8760 -0.66
H -19.5240 -5.6020 25.1100 0.33
H -18.4410 -5.5460 26.1470 0.44
```

(2)
Molecular formula: H22O11
Method: DFT, ωB97M-V/def2-TZVPD

As for the maximum force: 5.86 eV/A. The spin multiplicity is 1. The value obtained for the gap between HOMO and LUMO is 9.960 eV. The value obtained for the energy relative to the best compared isomer or geometry (same formula, charge and spin) is 438.2 kJ/mol. Its SMILES is O.O.O.O.O.O.O.O.O.O.O.

The geometry in XYZ format:
```
33
Properties=species:S:1:pos:R:3:mulliken_charge:R:1
H 0.3103 -0.4950 -0.3416 0.25
H -0.8135 -0.1546 0.6374 0.36
H -2.0613 -2.2116 -0.0244 0.28
H -0.5274 -2.7186 -0.2156 0.31
H 0.2584 0.3638 -4.6290 0.29
H 0.3717 1.5342 -5.5217 0.33
H 0.6543 3.7778 -0.7361 0.32
H 1.8854 3.1956 -0.1442 0.30
H -0.2312 3.1104 2.8822 0.30
H -1.6417 2.4488 2.9396 0.32
H 2.9898 -1.5392 -3.7765 0.32
H 3.9004 -0.3100 -3.6809 0.31
H -0.3132 1.0546 -0.7254 0.27
H -1.6294 0.4738 -1.4817 0.32
H -3.0958 -1.8427 2.9267 0.24
H -2.1436 -2.7496 2.2444 0.31
H -4.1101 -0.9102 0.1093 0.29
H -5.5517 -0.8353 0.4140 0.31
H 2.3043 0.4609 2.4112 0.26
H 2.3767 1.7162 1.5291 0.27
H 3.8062 -1.7770 2.0298 0.29
H 3.8102 -2.7975 3.0120 0.29
O -0.0733 -0.7971 0.4828 -0.61
O -1.4111 -2.8707 0.1171 -0.61
O 0.0093 0.6176 -5.5055 -0.62
O 1.5706 3.9244 -0.7793 -0.64
O -0.9936 3.0221 2.3682 -0.62
O 3.6350 -1.0814 -3.2314 -0.63
O -1.2356 1.1768 -0.8354 -0.67
O -2.4330 -1.8605 2.2205 -0.50
O -4.7218 -0.7007 0.9127 -0.59
O 1.8753 0.8936 1.7617 -0.50
O 3.2296 -2.1188 2.6299 -0.57
```

(3)
Molecular formula: H22O11Xe
Method: DFT, ωB97M-V/def2-TZVPD

As for the maximum force: 1.05 eV/A. The spin multiplicity is 1. The value obtained for the gap between HOMO and LUMO is 10.482 eV. The value obtained for the energy relative to the best compared isomer or geometry (same formula, charge and spin) is 51.8 kJ/mol.

The geometry in XYZ format:
```
34
Properties=species:S:1:pos:R:3:mulliken_charge:R:1
Xe 0.1926 -0.2672 0.4181 0.02
O -1.3258 3.2987 -0.1109 -0.70
H -0.4948 2.9157 -0.3921 0.35
H -1.5370 3.9391 -0.7902 0.33
O -2.8479 -2.4136 -0.2405 -0.62
H -2.4797 -3.2889 -0.1198 0.29
H -3.0414 -2.1102 0.6465 0.29
O 1.0020 -1.9118 4.0350 -0.62
H 0.1421 -2.2297 3.7598 0.29
H 0.8510 -1.0018 4.2906 0.32
O -2.7260 1.5910 -1.5475 -0.74
H -2.1795 2.0972 -0.9463 0.47
H -2.3086 0.7304 -1.5843 0.27
O 3.2580 -1.8592 -0.1861 -0.68
H 2.5601 -2.2365 -0.7217 0.35
H 3.2406 -2.3685 0.6241 0.34
O 0.6337 2.6621 -1.8514 -0.58
H 1.2882 3.2935 -2.1502 0.28
H 0.2063 2.3618 -2.6536 0.30
O -2.3066 -0.9011 -2.4572 -0.65
H -1.4339 -1.0355 -2.8267 0.29
H -2.3841 -1.5688 -1.7757 0.35
O 3.6783 0.8280 0.4746 -0.65
H 3.2760 -0.0234 0.3028 0.37
H 4.6014 0.6299 0.6320 0.31
O 2.7424 1.4043 3.1367 -0.63
H 2.8334 1.1788 2.2109 0.35
H 2.7209 2.3612 3.1496 0.29
O -3.9612 0.5570 0.7946 -0.64
H -3.5570 0.9000 -0.0024 0.43
H -3.9133 1.2810 1.4188 0.28
O 1.4418 -3.1056 -1.8700 -0.69
H 0.8194 -3.1518 -1.1443 0.31
H 1.0086 -2.5560 -2.5231 0.33
```

(4)
Molecular formula: H22O11Xe
Method: DFT, ωB97M-V/def2-TZVPD

As for the maximum force: 0.95 eV/A. The spin multiplicity is 1. The value obtained for the gap between HOMO and LUMO is 9.469 eV. The value obtained for the energy relative to the best compared isomer or geometry (same formula, charge and spin) is 100.6 kJ/mol.

The geometry in XYZ format:
```
34
Properties=species:S:1:pos:R:3:mulliken_charge:R:1
Xe 0.5205 0.2876 0.3112 0.02
O 3.4857 -0.0771 -2.2071 -0.63
H 4.1600 -0.7409 -2.3517 0.31
H 3.7660 0.3811 -1.4148 0.32
O -1.0654 1.7700 -2.2879 -0.59
H -0.2763 1.5585 -2.7866 0.31
H -1.2609 2.6775 -2.5214 0.25
O -1.6491 -0.9605 -2.4695 -0.63
H -2.1003 -0.8291 -3.3034 0.32
H -1.2759 -0.1041 -2.2610 0.26
O 3.3842 -1.9666 1.1742 -0.62
H 2.6767 -1.6662 1.7447 0.31
H 2.9488 -2.5115 0.5185 0.31
O 1.5058 -1.8132 -2.9963 -0.63
H 0.5890 -1.6278 -3.1995 0.35
H 1.7499 -1.1443 -2.3566 0.29
O -0.3049 3.4465 2.0014 -0.62
H 0.5532 3.3887 2.4215 0.29
H -0.1279 3.8410 1.1474 0.30
O 1.2477 -1.6467 3.2256 -0.63
H 1.7669 -1.2247 3.9102 0.32
H 0.4838 -1.0797 3.1200 0.29
O -2.4650 2.3181 0.4895 -0.57
H -2.5250 3.0907 -0.0724 0.26
H -1.7167 2.4938 1.0600 0.31
O -1.1350 0.5323 3.8358 -0.59
H -1.0761 1.3983 4.2394 0.30
H -0.9180 -0.0767 4.5417 0.30
O -0.8683 -3.4489 -0.4388 -0.61
H 0.0745 -3.6108 -0.4045 0.30
H -0.9476 -2.5701 -0.8098 0.32
O -3.4403 -0.1199 -0.5513 -0.66
H -2.9214 0.5711 -0.1397 0.32
H -2.8389 -0.5361 -1.1689 0.43
```

(5)
Molecular formula: H23O11
Method: DFT, ωB97M-V/def2-TZVPD

As for the maximum force: 2.06 eV/A. The spin multiplicity is 1. The value obtained for the gap between HOMO and LUMO is 11.011 eV. The value obtained for the energy relative to the best compared isomer or geometry (same formula, charge and spin) is 262.8 kJ/mol. As for the net charge: +1.

The geometry in XYZ format:
```
34
Properties=species:S:1:pos:R:3:mulliken_charge:R:1
O -2.0835 2.5293 0.4537 -0.59
H -2.4235 3.4315 0.4989 0.31
H -2.3364 2.2176 1.3316 0.29
O 0.5749 0.9004 1.2814 -0.60
H -0.0941 1.1321 0.6295 0.32
H 1.2148 1.6033 1.4299 0.30
O 1.3232 -1.9883 1.3506 -0.59
H -0.0546 -1.3100 -4.6444 0.37
H 1.7880 0.1604 -1.4628 0.30
O 1.3961 3.8111 2.2224 -0.62
H 1.0232 3.3124 2.9571 0.31
H 0.4829 2.4427 -4.1048 0.32
O -1.5098 0.9657 4.3618 -0.59
H -1.4110 0.0088 4.3675 0.31
H 1.0202 4.6894 2.3446 0.31
O 1.8407 -2.7063 -2.7303 -0.40
H 1.0986 -2.3925 -3.3663 0.51
H 1.4076 -2.1346 2.2954 0.28
O -3.4631 0.2790 1.8316 -0.62
H 1.5302 -1.0600 1.1925 0.32
O 0.9370 -4.4832 -1.0342 -0.69
H 1.0818 -3.6990 -0.4719 0.36
H 0.1293 -4.8536 -0.6592 0.34
O 0.2671 1.9243 -3.3168 -0.60
H -4.3877 -0.0182 1.9208 0.30
H -0.3290 2.5216 -2.8563 0.31
O -0.2574 -1.7259 -3.7901 -0.70
H 2.1706 -1.9140 -2.2689 0.43
H -0.5130 -0.9218 -3.3030 0.36
O 1.4773 -0.7148 -1.2014 -0.67
H 0.8514 -0.6664 -0.4739 0.31
H 1.4923 -3.4584 -2.1582 0.44
H -0.6878 1.3121 4.7237 0.29
H -3.5563 0.8053 2.6495 0.30
```

(6)
Molecular formula: H23O11
Method: DFT, ωB97M-V/def2-TZVPD

As for the maximum force: 2.05 eV/A. The spin multiplicity is 2. The value obtained for the gap between HOMO and LUMO (spin up / spin down) is 10.468 / 3.052 eV. The value obtained for the energy relative to the best compared isomer or geometry (same formula, charge and spin) is 76.4 kJ/mol. As for the net charge: +2.

The geometry in XYZ format:
```
34
Properties=species:S:1:pos:R:3:mulliken_charge:R:1
O 2.1111 -2.6985 -1.5629 -0.25
H -1.8277 1.4486 2.3764 0.34
H -1.6502 1.0071 0.5366 0.66
O 4.0090 -0.8422 -0.8684 -0.70
H 2.3261 -2.9988 -2.4675 0.39
H -0.7666 0.3700 2.2619 0.30
O 0.6138 -3.1815 -4.6346 -0.37
H 1.0917 1.6576 -1.2381 0.35
H -5.2078 0.6986 0.0581 0.31
O -0.5394 -0.4426 4.5643 -0.60
H 0.0890 -1.0501 4.9879 0.31
H -2.3393 3.6506 0.5346 0.30
O -1.4497 0.2494 -0.5090 -0.50
H -4.0369 0.0185 -0.7271 0.28
H 3.9511 -0.9292 0.0893 0.37
O -0.6096 -1.7325 1.0684 -0.61
H -0.1516 -2.2378 0.3960 0.28
H 2.7737 -1.9742 -1.3141 0.47
O -1.5001 0.7563 1.7858 -0.52
H -0.3466 -3.0927 -4.6535 0.40
O -2.2233 2.7087 0.3931 -0.69
H 0.8145 -2.4644 -4.0064 0.34
H 3.2969 -0.3053 -1.2418 0.34
O 2.9079 3.0137 -0.3291 -0.58
H -3.0627 2.3109 0.0942 0.36
H 3.5147 2.5703 0.2629 0.30
O 1.4505 0.7909 -0.9745 -0.79
H 3.0307 3.9612 -0.4125 0.30
H 1.7082 1.0881 -0.0880 0.36
O -4.3131 0.8164 -0.2720 -0.61
H -1.2321 -0.5852 5.2320 0.32
H -0.7882 -2.4355 1.6869 0.29
H -0.5592 0.4756 -0.8601 0.35
H -1.0850 -0.6222 -0.1687 0.49
```

(7)
Molecular formula: H24NO10
Method: DFT, ωB97M-V/def2-TZVPD

As for the maximum force: 7.62 eV/A. The spin multiplicity is 1. The value obtained for the gap between HOMO and LUMO is 9.435 eV. The value obtained for the energy relative to the best compared isomer or geometry (same formula, charge and spin) is 488.1 kJ/mol. As for the net charge: +1.

The geometry in XYZ format:
```
35
Properties=species:S:1:pos:R:3:mulliken_charge:R:1
N 2.2510 0.1350 41.1640 0.32
H 1.8140 -0.6180 40.6210 -0.11
H 1.3680 0.6100 41.3460 0.50
H 2.9190 0.5540 40.5490 0.18
H 2.7750 -0.1230 41.9840 0.20
O 3.5850 -1.8680 39.5110 -0.66
H 2.6020 -1.7280 39.1120 0.25
H 3.4250 -2.5870 39.9870 0.29
O 0.9870 0.4210 43.6780 -0.59
H 1.4180 1.2080 44.0540 0.29
H 0.0700 0.5000 43.9860 0.30
O 5.2500 0.4120 41.8950 -0.50
H 5.5140 -0.4440 42.0760 0.25
H 5.2950 0.4080 41.0030 0.24
O 5.5630 0.0140 39.0680 -0.64
H 4.9320 -0.6170 38.9600 0.36
H 6.4570 -0.4350 38.9110 0.34
O -0.0820 -1.0710 39.9780 -0.64
H -0.7510 -0.7320 40.5670 0.31
H 0.1940 -1.9450 40.1070 0.27
O 3.0870 2.8450 39.9910 -0.53
H 3.8060 3.2980 40.5720 0.28
H 2.3990 3.3800 39.8670 0.26
O 0.3880 1.1700 39.3260 -0.84
H 1.1960 0.8170 38.7170 0.44
H -0.1270 0.4530 39.2590 0.27
O 2.1260 0.3590 38.1250 -0.55
H 1.8070 -0.4270 37.5780 0.38
H 2.6610 0.9720 37.5780 0.35
O 3.0200 -1.7690 42.8750 -0.59
H 2.6330 -1.7280 43.7460 0.28
H 3.8760 -1.8870 43.0890 0.28
O 3.7910 2.0100 42.6310 -0.57
H 3.9010 1.1570 43.2470 0.29
H 3.1690 2.6910 42.9820 0.28
```